Entry 1:
The following is a quantum chemistry calculation of 2 unconnected molecules or ions with the total composition CH7OS, from the Open Molecules 2025 dataset.

Cartesian coordinates (Å):
O: 1.52 -1.79 0.85
H: 0.89 1.27 -1.36
H: 1.76 -1.21 1.61
H: 1.84 -2.65 1.10
C: -1.33 1.10 -0.30
S: 0.18 0.26 -0.86
H: -1.00 2.05 0.17
H: -2.05 1.37 -1.09
H: -1.99 0.66 0.42
H: 0.18 -1.06 -0.53

For the maximum force, the calculation gives 0.06828 hartree/bohr. Its charge is +1. For the total energy, the calculation gives -515.354423 Ha. The calculation puts the molecular weight at 67.1 g/mol. For the highest occupied orbital energy, the calculation gives -16.1 eV. As for the spin multiplicity: 1.

---

Entry 2:
The following is a quantum chemistry calculation of 3 unconnected molecules or ions with the total composition CH7OS2, from the Open Molecules 2025 dataset.

Cartesian coordinates (Å):
O: -3.30 0.59 0.84
H: 0.67 -0.58 1.12
H: -2.39 0.89 0.74
H: -3.69 1.11 1.54
C: 1.76 -0.97 -1.18
S: 1.03 -1.64 0.31
S: -0.24 1.10 0.19
H: 1.77 -1.80 -1.86
H: 2.78 -0.59 -1.04
H: 1.20 -0.14 -1.61
H: 0.40 2.02 0.94

For the maximum force, the calculation gives 0.03249 hartree/bohr. Its charge is +1. For the total energy, the calculation gives -913.456479 Ha. The calculation puts the molecular weight at 99.2 g/mol. For the highest occupied orbital energy, the calculation gives -14.7 eV. As for the spin multiplicity: 1.

---

Entry 3:
The following is a quantum chemistry calculation of 2 unconnected molecules or ions with the total composition CH7OS2, from the Open Molecules 2025 dataset.

Cartesian coordinates (Å):
O: 1.95 -0.64 -1.62
H: -1.99 1.48 0.49
H: 2.27 -0.10 -2.36
H: 2.28 -1.52 -1.86
C: 0.12 0.53 1.22
S: -1.65 0.47 1.30
S: -2.30 -1.15 0.18
H: 0.53 0.29 2.20
H: 0.45 1.51 0.91
H: 0.55 -0.24 0.60
H: -2.21 -0.65 -1.05

For the maximum force, the calculation gives 0.01862 hartree/bohr. Its charge is +1. For the total energy, the calculation gives -913.606438 Ha. The calculation puts the molecular weight at 99.2 g/mol. For the highest occupied orbital energy, the calculation gives -15.0 eV. As for the spin multiplicity: 1.

---

Entry 4:
The following is a quantum chemistry calculation of 2 unconnected molecules or ions with the total composition CH7PSi, from the Open Molecules 2025 dataset.

Cartesian coordinates (Å):
C: -1.02 1.13 -0.49
Si: -1.69 0.90 1.09
P: 1.92 -1.48 -0.01
H: 1.28 -2.39 -0.78
H: -0.40 0.42 -0.97
H: -0.79 2.17 -0.86
H: -2.33 2.08 1.86
H: -2.17 -0.48 1.42
H: 1.98 -0.38 -1.00
H: 3.21 -1.97 -0.25

For the maximum force, the calculation gives 0.05068 hartree/bohr. Its SMILES is C=[SiH2].P. For the total energy, the calculation gives -673.010160 Ha. The calculation puts the molecular weight at 78.1 g/mol. For the highest occupied orbital energy, the calculation gives -8.6 eV. As for the spin multiplicity: 1.

---

Entry 5:
The following is a quantum chemistry calculation of 2 unconnected molecules or ions with the total composition CH8BN3, from the Open Molecules 2025 dataset.

Cartesian coordinates (Å):
B: -0.04 -0.25 0.81
C: -0.23 0.68 -2.05
N: 1.17 0.53 0.83
N: -0.23 -1.19 1.83
N: -1.07 0.24 -0.14
H: 0.79 0.28 -1.96
H: -0.86 0.08 -2.75
H: -0.47 1.77 -2.01
H: 1.91 0.51 1.49
H: 1.38 0.87 -0.04
H: 0.34 -1.14 2.57
H: -1.00 -1.77 1.84
H: -1.69 -0.61 -0.43

For the maximum force, the calculation gives 0.08644 hartree/bohr. For the total energy, the calculation gives -232.016680 Ha. The calculation puts the molecular weight at 72.9 g/mol. For the highest occupied orbital energy, the calculation gives -9.0 eV. As for the spin multiplicity: 1.

---

Entry 6:
The following is a quantum chemistry calculation of a molecular structure, CH8Ba3O7, from the Open Molecules 2025 dataset.

Cartesian coordinates (Å):
Ba: 0.46 0.23 2.91
Ba: 3.00 -0.22 -1.07
Ba: -0.39 2.63 -1.28
C: -0.05 -0.40 -0.15
O: -0.73 0.43 0.43
O: 0.14 -0.08 -1.34
O: 0.78 -1.06 0.51
O: 2.19 0.11 -3.51
H: 1.53 -0.56 -3.66
H: 2.48 0.36 -4.39
O: -3.32 0.14 1.53
H: -2.60 0.10 0.90
H: -3.88 0.85 1.21
O: 0.71 -3.88 -0.03
H: 0.63 -2.96 0.20
H: 1.31 -4.24 0.63
O: -0.77 2.73 2.74
H: -0.01 3.10 2.28
H: -1.47 2.71 2.08

For the maximum force, the calculation gives 0.13811 hartree/bohr. The expectation value of S² is 0.750. Its charge is +3. For the total energy, the calculation gives -645.223919 Ha. The calculation puts the molecular weight at 544.1 g/mol. For the highest occupied orbital energy (alpha / beta), the calculation gives -14.9 / -18.5 eV. As for the spin multiplicity: 2.

---

Entry 7:
The following is a quantum chemistry calculation of 3 unconnected molecules or ions with the total composition CH8N2O2, from the Open Molecules 2025 dataset.

Cartesian coordinates (Å):
N: 1.37 1.73 -0.16
C: 1.47 0.38 0.02
N: 0.94 -0.24 1.01
H: 0.60 2.18 0.30
H: 1.72 2.07 -1.04
H: 1.79 -0.18 -0.88
H: 1.44 -0.22 1.89
H: -1.15 -1.43 0.88
H: -2.74 -1.59 1.18
O: -1.88 -2.03 1.19
H: -0.41 -0.08 -1.32
H: -1.94 -0.29 -1.22
O: -1.21 -0.30 -1.84

For the maximum force, the calculation gives 0.03355 hartree/bohr. Its SMILES is [H]/N=C\N.O.O. For the total energy, the calculation gives -302.829378 Ha. The calculation puts the molecular weight at 80.1 g/mol. For the highest occupied orbital energy, the calculation gives -8.8 eV. As for the spin multiplicity: 1.

---

Entry 8:
The following is a quantum chemistry calculation of a molecular structure, CH8N2O3, from the Open Molecules 2025 dataset.

Cartesian coordinates (Å):
N: 0.23 -1.24 -1.94
C: 0.29 -0.10 -1.10
N: 0.70 1.09 -1.77
O: 1.36 -0.24 -0.03
H: -0.56 0.25 -0.51
H: -0.60 -1.81 -1.76
H: 0.69 0.84 -2.73
H: 1.63 1.30 -1.44
H: -0.76 0.35 2.00
H: -2.19 1.06 1.50
O: -1.29 1.09 1.34
H: -0.41 -0.75 3.54
H: 1.25 -1.15 0.29
O: -0.34 -0.69 2.62

For the maximum force, the calculation gives 0.06831 hartree/bohr. For the total energy, the calculation gives -377.828847 Ha. The calculation puts the molecular weight at 96.1 g/mol. For the highest occupied orbital energy, the calculation gives -8.8 eV. As for the spin multiplicity: 1.

---

Entry 9:
The following is a quantum chemistry calculation of 2 unconnected molecules or ions with the total composition CH8N2S2, from the Open Molecules 2025 dataset.

Cartesian coordinates (Å):
S: -2.45 -0.40 0.24
S: -1.02 -0.11 -1.26
H: -3.07 0.69 -0.06
H: -1.13 -1.41 -1.77
N: 2.39 -0.41 -0.27
C: 2.18 -0.01 1.10
N: 2.44 1.41 1.40
H: 2.11 0.28 -1.03
H: 2.02 -1.33 -0.42
H: 1.09 -0.11 1.28
H: 2.76 -0.55 1.89
H: 3.33 1.66 0.96
H: 1.65 2.04 1.12

For the maximum force, the calculation gives 0.05253 hartree/bohr. Its SMILES is NCN.SS. For the total energy, the calculation gives -948.740093 Ha. The calculation puts the molecular weight at 112.2 g/mol. For the highest occupied orbital energy, the calculation gives -8.7 eV. As for the spin multiplicity: 1.

---

Entry 10:
The following is a quantum chemistry calculation of 2 unconnected molecules or ions with the total composition CH8N2S2, from the Open Molecules 2025 dataset.

Cartesian coordinates (Å):
S: -1.43 -1.24 0.36
S: -1.83 0.74 -0.22
H: -2.51 -1.08 1.24
H: -0.51 1.10 -0.66
N: 1.54 0.17 -1.23
C: 2.62 0.50 -0.20
N: 2.19 0.39 1.14
H: 1.20 -0.77 -0.92
H: 1.98 0.26 -2.16
H: 2.70 1.62 -0.51
H: 3.56 0.04 -0.49
H: 2.71 -0.39 1.61
H: 1.19 0.36 1.46

For the maximum force, the calculation gives 0.09970 hartree/bohr. Its SMILES is NCN.SS. For the total energy, the calculation gives -948.727837 Ha. The calculation puts the molecular weight at 112.2 g/mol. For the highest occupied orbital energy, the calculation gives -8.4 eV. As for the spin multiplicity: 1.